1.
{"formula": "C9H14ClN3OP", "method": "the ωB97M-V functional and the def2-TZVPD basis", "symbols": ["C", "C", "C", "C", "C", "C", "C", "C", "C", "N", "N", "N", "O", "P", "Cl", "H", "H", "H", "H", "H", "H", "H", "H", "H", "H", "H", "H", "H", "H"], "coordinates": [[-4.4806, -1.2461, -0.0790], [-3.9797, -0.9306, 1.1127], [-4.1040, -0.7491, -1.3038], [-2.9329, -0.0227, 1.0285], [-2.9663, 0.1351, -1.3521], [-2.3889, 0.4116, -0.1695], [2.1252, 0.2665, 0.1580], [2.6499, -1.2282, 1.9860], [3.7329, 0.5338, -1.7136], [3.0224, -0.5161, 0.7963], [2.4486, 0.9086, -0.9254], [0.9028, 0.6014, 0.6091], [0.2012, 2.0098, -1.6472], [-0.2124, 1.6948, -0.2887], [-0.2672, 3.3777, 0.8178], [-5.3724, -1.9255, -0.0731], [-4.3530, -1.1071, 2.0788], [-4.4393, -1.1173, -2.2920], [-2.7481, 0.4517, 1.9787], [-2.4821, 0.4296, -2.2272], [3.3440, -2.0047, 2.4992], [2.3348, -0.4803, 2.7152], [1.6976, -1.6491, 1.7229], [3.5795, -0.4526, -2.1467], [3.9151, 1.4036, -2.4441], [4.5673, 0.4129, -1.0307], [3.9105, -0.8353, 0.2917], [1.8542, 1.4983, -1.5685], [0.4412, 0.1293, 1.4668]], "lowdin_charge": [-0.118, -0.073, -0.028, -0.111, -0.084, -0.079, -0.451, -0.069, 0.006, 0.029, 0.033, -0.043, -0.386, 0.416, 0.370, 0.136, 0.110, 0.128, 0.106, 0.089, 0.146, 0.087, 0.070, 0.088, 0.129, 0.064, 0.177, 0.110, 0.151], "charge": 1, "homo_ev": -12.4119, "orbital_gap_ev": 8.5, "de_lowest_ev": 1.084, "e_lumo_ev": -3.9, "max_force_ha_per_bohr": 0.109}

---

2.
{"formula": "C9H14F2INbOP", "method": "the ωB97M-V functional and the def2-TZVPD basis", "symbols": ["O", "P", "Nb", "F", "F", "C", "C", "C", "I", "C", "C", "C", "C", "C", "C", "H", "H", "H", "H", "H", "H", "H", "H", "H", "H", "H", "H", "H", "H"], "coordinates": [[1.2494, -4.4350, 0.8646], [1.4994, -2.8959, 0.9003], [-0.3020, -1.5093, -0.2978], [0.6327, -1.9856, -2.1146], [-1.5057, -3.2289, -0.3402], [-1.9040, -0.3781, -1.4466], [-2.7748, 0.6649, -0.5878], [-3.4474, 0.0566, 0.7380], [-5.6032, 0.4284, 0.9035], [1.0272, 0.3234, -0.0577], [2.5001, 0.1779, -0.6073], [3.5667, 1.2959, -0.5124], [3.1452, 2.6161, 0.1884], [1.7046, 2.7821, 0.7122], [0.6038, 1.6637, 0.6160], [1.5659, -2.4010, 2.2612], [2.7951, -2.6198, 0.3211], [-1.0037, -1.1248, 1.3207], [-1.3997, 0.2231, -2.2938], [-2.6098, -1.1398, -1.9536], [-3.6512, 0.9949, -1.2706], [-2.2082, 1.6355, -0.3467], [-2.9459, 0.5886, 1.6330], [-3.2797, -1.0668, 0.8819], [2.8134, -0.8130, -1.0925], [4.6188, 1.1322, -0.9448], [3.9481, 3.4362, 0.2748], [1.4214, 3.7681, 1.2365], [-0.4563, 1.8103, 1.0142]], "lowdin_charge": [-0.645, 0.433, 1.632, -0.545, -0.556, -0.381, -0.410, -0.696, 0.602, -0.323, -0.137, -0.095, -0.110, -0.103, -0.107, -0.078, -0.074, -0.076, 0.053, 0.061, 0.063, 0.081, 0.039, 0.024, 0.052, 0.082, 0.079, 0.075, 0.061], "charge": -1, "homo_ev": -4.7841, "orbital_gap_ev": 6.2, "e_lumo_ev": 1.4, "max_force_ha_per_bohr": 0.111}

---

3.
{"formula": "C9H14F3N2", "method": "the ωB97M-V functional and the def2-TZVPD basis", "symbols": ["C", "C", "C", "C", "C", "C", "C", "C", "C", "N", "N", "F", "F", "F", "H", "H", "H", "H", "H", "H", "H", "H", "H", "H", "H", "H", "H", "H"], "coordinates": [[-0.7675, 2.4500, 0.8490], [0.4711, 3.0252, 0.9100], [-0.9246, 1.2587, -0.1171], [1.4995, 2.3870, 0.3453], [1.5159, 1.0932, -0.4567], [0.0367, 0.6078, -0.7508], [-1.9489, -2.2676, -0.2685], [-1.1227, -1.6591, 0.6496], [0.0393, -2.3362, 1.1905], [0.0578, -0.3216, -1.7152], [2.2596, 0.0850, 0.3136], [2.8051, 2.8433, 0.5212], [0.6396, -1.5257, 2.0958], [0.9781, -2.5156, 0.1905], [-1.5580, 3.0578, 0.6482], [0.6729, 3.9373, 1.4290], [-2.0029, 0.9057, -0.2916], [2.0603, 1.0685, -1.3803], [-1.0183, 2.1083, 1.8635], [-1.4339, -3.2046, -0.5989], [-2.9131, -1.8329, -0.3423], [-1.4521, -0.7601, 1.1652], [0.0013, -3.3408, 1.6531], [-0.7400, -0.4382, -2.3373], [0.9142, -0.5547, -2.1244], [2.6285, -0.7139, -0.2136], [1.5722, -0.2688, 1.0578], [3.1102, 0.5307, 0.6722]], "lowdin_charge": [-0.182, -0.018, -0.023, -0.159, -0.146, -0.334, 0.085, -0.143, -0.387, 0.134, 0.225, 0.027, 0.037, 0.016, 0.100, 0.145, 0.148, 0.151, 0.150, 0.102, 0.065, 0.098, 0.177, 0.135, 0.085, 0.169, 0.167, 0.173], "charge": 1, "homo_ev": -12.1950, "orbital_gap_ev": 9.1, "de_lowest_ev": 0.248, "e_lumo_ev": -3.1, "max_force_ha_per_bohr": 0.107}

---

4.
{"formula": "C9H14FO3", "method": "the ωB97M-V functional and the def2-TZVPD basis", "symbols": ["C", "C", "C", "C", "C", "C", "C", "C", "C", "O", "O", "O", "F", "H", "H", "H", "H", "H", "H", "H", "H", "H", "H", "H", "H", "H", "H"], "coordinates": [[-0.1428, -2.8354, 0.4719], [0.0987, -1.5650, 0.2418], [1.4149, 0.8987, 2.2636], [-1.3217, 0.1934, -2.3161], [-0.8856, 1.8805, -0.4347], [0.9288, 0.5379, -1.4931], [0.3954, -0.0176, 2.4614], [-1.0019, -0.5936, -0.1263], [-0.4995, 0.5352, -0.9598], [2.6576, 0.2966, 2.2426], [1.1788, 2.0853, 1.9121], [-2.1597, -0.7849, 0.0170], [0.6546, -1.2704, 2.9488], [0.6371, -3.6169, 0.6502], [-1.0936, -3.2700, 0.5562], [1.0916, -1.1075, 0.0598], [-1.3562, -0.8960, -2.5253], [-2.2685, 0.5046, -2.0521], [-1.0059, 0.8312, -3.1505], [-2.0079, 2.0452, -0.1827], [-0.7809, 2.5154, -1.3663], [-0.3068, 2.3936, 0.3824], [1.7025, 0.8445, -0.7688], [1.0507, 1.0465, -2.3594], [1.1238, -0.4609, -1.8284], [-0.6984, 0.3320, 2.6301], [2.5949, -0.5225, 2.7257]], "lowdin_charge": [0.013, -0.139, -0.622, -0.029, -0.056, -0.065, -0.188, -0.451, -0.505, 0.032, -0.095, 0.093, -0.086, 0.065, 0.036, 0.099, 0.100, 0.035, 0.080, 0.110, 0.087, 0.076, 0.103, 0.035, 0.074, 0.131, 0.069], "charge": -1, "homo_ev": [-2.6917, -2.6912], "orbital_gap_ev": [6.1, 6.1], "de_lowest_ev": 2.811, "e_lumo_ev": [3.5, 3.5], "max_force_ha_per_bohr": 0.077}

---

5.
{"formula": "C9H14IN2O2", "method": "the ωB97M-V functional and the def2-TZVPD basis", "symbols": ["C", "C", "C", "C", "C", "C", "C", "C", "C", "N", "N", "O", "O", "I", "H", "H", "H", "H", "H", "H", "H", "H", "H", "H", "H", "H", "H", "H"], "coordinates": [[3.3016, -2.2811, 0.3441], [2.0847, -2.9366, 0.2396], [3.1650, -0.9630, 0.1563], [0.8656, 0.4178, -0.1392], [-1.1669, 2.3540, -1.1019], [-2.7079, 0.8213, 0.1741], [-0.9254, 2.1691, 1.2941], [-0.2008, -2.5866, -0.4808], [-1.3294, 1.3828, 0.0813], [1.4857, -0.8453, -0.1718], [1.0959, -2.1457, -0.1015], [1.4696, 1.4109, -0.0486], [-0.4681, 0.2197, -0.0847], [4.3904, 0.6227, -0.2219], [4.1910, -2.7568, 0.7261], [1.9689, -4.0806, 0.2700], [-0.1720, 2.6043, -1.2968], [-1.6003, 1.9437, -2.1274], [-1.5408, 3.3003, -0.8821], [-3.0091, 0.1787, 0.9597], [-2.8309, 0.2340, -0.7541], [-3.3455, 1.7237, 0.1791], [-0.2408, 3.0280, 1.0285], [-1.9220, 2.8186, 1.5702], [-0.6530, 1.4695, 2.0486], [-0.5225, -2.0980, -1.4101], [-0.3263, -3.6490, -0.4873], [-1.0567, -2.3559, 0.2366]], "lowdin_charge": [-0.107, -0.006, -0.557, -0.532, -0.016, -0.021, -0.025, 0.010, -0.601, 0.120, -0.098, 0.089, 0.030, 1.131, 0.131, 0.192, 0.054, 0.146, 0.070, 0.080, 0.101, 0.110, 0.107, 0.157, 0.084, 0.120, 0.097, 0.133], "charge": 1, "homo_ev": -13.2432, "orbital_gap_ev": 8.6, "de_lowest_ev": 4.215, "smiles": "C[n+]1ccc(I)n1C(=O)OC(C)(C)C", "e_lumo_ev": -4.7, "max_force_ha_per_bohr": 0.129}

---

6.
{"formula": "C9H14N2", "method": "the ωB97M-V functional and the def2-TZVPD basis", "symbols": ["C", "C", "C", "C", "C", "C", "C", "C", "C", "N", "N", "H", "H", "H", "H", "H", "H", "H", "H", "H", "H", "H", "H", "H", "H"], "coordinates": [[2.6880, -0.6929, -0.0023], [1.3699, -1.1950, -0.0815], [0.6150, -0.0286, 0.0816], [-1.7533, 1.0553, 0.9788], [-1.9069, -0.4080, 1.1099], [-1.1929, 0.1998, -0.0888], [0.8342, -2.5772, 0.0386], [-1.6784, 0.0381, -1.4708], [1.1498, 2.4992, -0.0123], [2.7132, 0.6712, 0.0697], [1.4435, 1.0509, 0.0703], [3.6339, -1.2979, -0.0299], [-2.4802, 1.6157, 0.5572], [-1.0077, 1.4756, 1.5807], [-1.4486, -1.0275, 1.7746], [-2.7932, -0.9248, 0.7948], [-0.1872, -2.7049, -0.1033], [1.4221, -3.1715, -0.7345], [0.9320, -3.0883, 0.9392], [-2.7019, -0.1941, -1.5217], [-1.1838, -0.6525, -2.0074], [-1.6264, 1.0908, -1.8646], [2.0297, 2.9349, -0.0265], [0.4668, 2.5831, -0.8817], [0.6626, 2.7486, 0.8297]], "lowdin_charge": [-0.110, -0.243, -0.039, -0.088, -0.084, -0.327, -0.054, -0.032, 0.042, 0.045, -0.177, 0.117, 0.080, 0.088, 0.070, 0.101, 0.045, 0.106, 0.051, 0.070, 0.044, 0.106, 0.036, 0.114, 0.039], "charge": 0, "homo_ev": -8.6219, "orbital_gap_ev": 9.5, "de_lowest_ev": 3.997, "smiles": "Cc1cnn(C)c1C1(C)CC1", "e_lumo_ev": 0.9, "max_force_ha_per_bohr": 0.129}

---

What did the third record say?
{"formula": "C9H14F3N2", "method": "the ωB97M-V functional and the def2-TZVPD basis", "symbols": ["C", "C", "C", "C", "C", "C", "C", "C", "C", "N", "N", "F", "F", "F", "H", "H", "H", "H", "H", "H", "H", "H", "H", "H", "H", "H", "H", "H"], "coordinates": [[-0.7675, 2.4500, 0.8490], [0.4711, 3.0252, 0.9100], [-0.9246, 1.2587, -0.1171], [1.4995, 2.3870, 0.3453], [1.5159, 1.0932, -0.4567], [0.0367, 0.6078, -0.7508], [-1.9489, -2.2676, -0.2685], [-1.1227, -1.6591, 0.6496], [0.0393, -2.3362, 1.1905], [0.0578, -0.3216, -1.7152], [2.2596, 0.0850, 0.3136], [2.8051, 2.8433, 0.5212], [0.6396, -1.5257, 2.0958], [0.9781, -2.5156, 0.1905], [-1.5580, 3.0578, 0.6482], [0.6729, 3.9373, 1.4290], [-2.0029, 0.9057, -0.2916], [2.0603, 1.0685, -1.3803], [-1.0183, 2.1083, 1.8635], [-1.4339, -3.2046, -0.5989], [-2.9131, -1.8329, -0.3423], [-1.4521, -0.7601, 1.1652], [0.0013, -3.3408, 1.6531], [-0.7400, -0.4382, -2.3373], [0.9142, -0.5547, -2.1244], [2.6285, -0.7139, -0.2136], [1.5722, -0.2688, 1.0578], [3.1102, 0.5307, 0.6722]], "lowdin_charge": [-0.182, -0.018, -0.023, -0.159, -0.146, -0.334, 0.085, -0.143, -0.387, 0.134, 0.225, 0.027, 0.037, 0.016, 0.100, 0.145, 0.148, 0.151, 0.150, 0.102, 0.065, 0.098, 0.177, 0.135, 0.085, 0.169, 0.167, 0.173], "charge": 1, "homo_ev": -12.1950, "orbital_gap_ev": 9.1, "de_lowest_ev": 0.248, "e_lumo_ev": -3.1, "max_force_ha_per_bohr": 0.107}

---

Repeat the third record exactly.
{"formula": "C9H14F3N2", "method": "the ωB97M-V functional and the def2-TZVPD basis", "symbols": ["C", "C", "C", "C", "C", "C", "C", "C", "C", "N", "N", "F", "F", "F", "H", "H", "H", "H", "H", "H", "H", "H", "H", "H", "H", "H", "H", "H"], "coordinates": [[-0.7675, 2.4500, 0.8490], [0.4711, 3.0252, 0.9100], [-0.9246, 1.2587, -0.1171], [1.4995, 2.3870, 0.3453], [1.5159, 1.0932, -0.4567], [0.0367, 0.6078, -0.7508], [-1.9489, -2.2676, -0.2685], [-1.1227, -1.6591, 0.6496], [0.0393, -2.3362, 1.1905], [0.0578, -0.3216, -1.7152], [2.2596, 0.0850, 0.3136], [2.8051, 2.8433, 0.5212], [0.6396, -1.5257, 2.0958], [0.9781, -2.5156, 0.1905], [-1.5580, 3.0578, 0.6482], [0.6729, 3.9373, 1.4290], [-2.0029, 0.9057, -0.2916], [2.0603, 1.0685, -1.3803], [-1.0183, 2.1083, 1.8635], [-1.4339, -3.2046, -0.5989], [-2.9131, -1.8329, -0.3423], [-1.4521, -0.7601, 1.1652], [0.0013, -3.3408, 1.6531], [-0.7400, -0.4382, -2.3373], [0.9142, -0.5547, -2.1244], [2.6285, -0.7139, -0.2136], [1.5722, -0.2688, 1.0578], [3.1102, 0.5307, 0.6722]], "lowdin_charge": [-0.182, -0.018, -0.023, -0.159, -0.146, -0.334, 0.085, -0.143, -0.387, 0.134, 0.225, 0.027, 0.037, 0.016, 0.100, 0.145, 0.148, 0.151, 0.150, 0.102, 0.065, 0.098, 0.177, 0.135, 0.085, 0.169, 0.167, 0.173], "charge": 1, "homo_ev": -12.1950, "orbital_gap_ev": 9.1, "de_lowest_ev": 0.248, "e_lumo_ev": -3.1, "max_force_ha_per_bohr": 0.107}